Computed, not measured: a cluster of 2 separate species, C3H9OS in total, with ωB97M-V/def2-TZVPD.

Geometry (Å):
S: -2.04465 -1.36389 -0.45195
H: -2.79984 -2.46293 -0.64308
C: 0.54904 -0.40790 0.77154
O: 1.58824 -0.31081 1.83414
C: 0.74819 0.82020 -0.07187
C: -0.31502 0.99172 -1.17716
H: 0.62442 -1.35680 0.24828
H: -0.44846 -0.43049 1.21595
H: 1.33099 -0.91980 2.55078
H: 0.70650 1.66890 0.62620
H: 1.79902 0.75406 -0.52724
H: -1.30647 0.97439 -0.74142
H: -0.18863 1.88518 -1.77736
H: -0.24334 0.15815 -1.85681

Output
Kohn-Sham gap	6.47	eV
largest force on an atom	0.02834	hartree/bohr
lowest unoccupied orbital energy	3.81	eV
total charge	-1
relative energy (zero: lowest compared OMol25 entry of this formula, charge and spin)	22.12	kcal per mole
multiplicity	1

Computed, not measured: a cluster of 2 separate species, C3H9OS in total, with ωB97M-V/def2-TZVPD.

Geometry (Å):
C: -3.28336 2.63170 1.01992
S: -2.23042 1.27044 0.26374
H: -4.25348 2.91268 0.54945
H: -2.76335 3.55697 1.18308
H: -3.57402 2.16254 1.98445
C: 2.50887 -1.60136 -1.04480
O: 3.70107 -2.24676 -0.39289
C: 1.43324 -1.32826 -0.11557
H: 2.07625 -2.22427 -1.87303
H: 3.08652 -0.62080 -1.41390
H: 4.10402 -2.74944 -1.05908
H: 0.72484 -2.15605 -0.10424
H: 0.77941 -0.45132 -0.34460
H: 1.94535 -0.99568 0.84392

Output
Kohn-Sham gap	5.18	eV
largest force on an atom	0.08468	hartree/bohr
lowest unoccupied orbital energy	3.10	eV
total charge	-1
relative energy (zero: lowest compared OMol25 entry of this formula, charge and spin)	47.61	kcal per mole
multiplicity	1

Computed, not measured: a cluster of 2 separate species, C3H9P3 in total, with ωB97M-V/def2-TZVPD.

Geometry (Å):
C: 2.59908 -1.31472 0.17250
C: 0.48692 2.28494 0.07255
C: -2.49229 -1.19984 0.10152
P: -0.19609 -0.29073 -1.75218
P: -0.95033 1.46916 -0.72593
P: -0.80156 -0.48056 0.38486
H: 1.72183 -1.58490 0.79170
H: 2.67589 -0.30954 0.44136
H: 3.01390 -2.02132 -0.41449
H: 0.61574 3.34685 -0.37081
H: 1.34837 1.81752 0.22649
H: 0.28012 2.49718 1.07408
H: -2.10788 -2.03053 -0.66702
H: -3.23746 -0.47805 -0.32828
H: -2.95625 -1.70545 0.99364

Output
Kohn-Sham gap (alpha / beta)	7.29 / 8.35	eV
largest force on an atom	0.10012	hartree/bohr
lowest unoccupied orbital energy (alpha / beta)	-1.31 / 0.15	eV
relative energy (zero: lowest compared OMol25 entry of this formula, charge and spin)	37.76	kcal per mole
multiplicity	1

Computed, not measured: a cluster of 2 separate species, C3H9S in total, with ωB97M-V/def2-TZVPD.

Geometry (Å):
S: -4.22915 -0.70106 2.02924
H: -3.08077 -0.63642 2.82537
C: 0.74555 -1.17908 -0.81491
C: 1.13255 0.34829 -0.77059
C: 0.25562 1.29438 0.14608
H: -0.35959 -1.44697 -0.97091
H: 1.21806 -1.76506 -1.64286
H: 1.00147 -1.61436 0.21860
H: 2.08910 0.52038 -0.52548
H: 1.07300 0.77346 -1.79568
H: 0.04281 0.56699 0.91698
H: -0.70094 1.66976 -0.25290
H: 0.81228 2.16968 0.63707

Output
Kohn-Sham gap	5.79	eV
largest force on an atom	0.09886	hartree/bohr
lowest unoccupied orbital energy	3.46	eV
total charge	-1
relative energy (zero: lowest compared OMol25 entry of this formula, charge and spin)	22.10	kcal per mole
multiplicity	1

Computed, not measured: a cluster of 2 separate species, C3H9S2 in total, with ωB97M-V/def2-TZVPD.

Geometry (Å):
C: 1.64705 -0.08852 1.89085
S: 1.82907 -1.93755 1.53117
H: 0.56568 0.08184 2.09215
H: 1.86583 0.61083 1.07153
H: 2.16600 0.19946 2.82241
C: -1.29088 1.12487 -1.57083
C: -0.93736 -0.30112 -1.09615
S: -1.29338 -0.83366 0.57745
H: -2.28873 1.44145 -1.25384
H: -0.57393 1.95542 -1.37557
H: -1.20252 1.03059 -2.68094
H: 0.15864 -0.24101 -1.21967
H: -1.22803 -1.06790 -1.78842
H: 0.58257 -1.97469 0.99987

Output
Kohn-Sham gap	6.27	eV
largest force on an atom	0.04518	hartree/bohr
lowest unoccupied orbital energy	3.63	eV
total charge	-1
relative energy (zero: lowest compared OMol25 entry of this formula, charge and spin)	22.41	kcal per mole
multiplicity	1

Computed, not measured: a structure of composition C3HAlFO, with ωB97M-V/def2-TZVPD.

Geometry (Å):
O: -2.79861 0.36141 0.52179
C: -1.66697 0.16496 0.04158
C: -0.57724 0.51328 -0.65403
C: -0.32287 -0.90770 -0.17505
H: -0.47478 -1.80692 -0.79877
F: 2.93636 0.08785 0.26651
Al: 1.34594 -0.06806 -0.05012

Output
Kohn-Sham gap (alpha / beta)	6.77 / 7.18	eV
largest force on an atom	0.09019	hartree/bohr
lowest unoccupied orbital energy (alpha / beta)	-1.42 / -1.54	eV
multiplicity	2

Computed, not measured: a structure of composition C3HBrCl2, with ωB97M-V/def2-TZVPD.

Geometry (Å):
C: -0.23570 0.59578 -0.11457
C: -1.03787 1.44885 0.17452
C: -2.88443 -0.75580 0.89458
Cl: -1.96197 2.76857 0.28787
Cl: -2.20530 -2.12091 0.26651
Br: -4.16812 0.01587 -0.23833
H: 0.48252 -0.12581 -0.41308

Output
Kohn-Sham gap (alpha / beta)	8.87 / 8.08	eV
largest force on an atom	0.03801	hartree/bohr
lowest unoccupied orbital energy (alpha / beta)	0.68 / -1.97	eV
relative energy (zero: lowest compared OMol25 entry of this formula, charge and spin)	0.00	kcal per mole
multiplicity	3

Computed, not measured: the molecule C3HBrClN, with ωB97M-V/def2-TZVPD.

Geometry (Å):
N: -1.72295 1.17633 1.88876
C: -0.95934 0.67596 1.21263
C: 0.27016 -0.30646 0.27707
Br: 1.69338 -0.92049 1.28578
C: 0.14178 -0.17427 -1.03031
Cl: 1.31492 -0.71807 -2.15883
H: -0.73795 0.26699 -1.47510

Output
Kohn-Sham gap	10.30	eV
largest force on an atom	0.13061	hartree/bohr
lowest unoccupied orbital energy	-0.03	eV
structure (SMILES)	N#C/C(Br)=C/Cl
relative energy (zero: lowest compared OMol25 entry of this formula, charge and spin)	35.30	kcal per mole
multiplicity	1